No. 1
60
Properties=species:S:1:pos:R:3 method="wB97M-V/def2-TZVPD" total_charge=-1 lumo_energy_ev="1.980 / 1.934" gap_ev="6.25 / 6.27" relative_energy_kj_mol=14.98 s_squared=2.01 multiplicity=3 homo_energy_ha="-0.157 / -0.159"
Ni -0.0620 0.0274 -0.8572
Cl -1.6110 7.0724 -1.3631
C -1.3997 5.3446 -1.6078
C -1.0928 4.8593 -2.8995
C -0.8652 3.5312 -3.1002
C -0.9484 2.5707 -2.0329
O -0.7375 1.3438 -2.2653
C -1.3131 3.0952 -0.7367
C -1.4416 2.2895 0.4354
N -1.3086 1.0169 0.4873
C -1.4596 0.3204 1.6990
C -2.1875 0.7336 2.7770
C -2.2584 -0.0466 3.9590
C -1.6385 -1.2537 4.0459
C -0.9236 -1.7502 2.9279
C -0.3079 -3.0225 2.8994
C 0.2892 -3.4581 1.7595
C 0.3075 -2.6105 0.6281
N -0.1957 -1.4198 0.6401
C -0.8292 -0.9677 1.7632
C -1.5031 4.4856 -0.5631
H -1.0479 5.5563 -3.7274
H -0.6172 3.1469 -4.0828
H -1.6117 2.8398 1.3664
H -2.7355 1.6659 2.7229
H -2.8217 0.3269 4.8055
H -1.6987 -1.8520 4.9488
H -0.3351 -3.6450 3.7868
H 0.7506 -4.4355 1.7027
H 0.7752 -2.9161 -0.3045
H -1.7399 4.8663 0.4272
S 1.7359 -1.8516 -4.5344
C 3.0031 -0.9731 -3.7904
C 2.6224 -0.4212 -2.6010
C 1.2625 -0.6893 -2.2240
C 0.6801 -1.4534 -3.1990
C -0.7078 -1.8879 -3.1154
C -1.3425 -2.7229 -4.0479
C -2.6542 -3.1020 -3.8426
C -3.3304 -2.6548 -2.7125
C -2.6390 -1.8346 -1.8408
N -1.3749 -1.4566 -2.0267
H 3.9651 -0.9019 -4.2894
H 3.2935 0.1772 -1.9946
H -0.7911 -3.0608 -4.9168
H -3.1520 -3.7527 -4.5540
H -4.3590 -2.9328 -2.5144
H -3.1166 -1.4580 -0.9387
F 4.6305 -0.8635 4.8838
C 3.9806 -0.3165 3.8441
C 3.5600 -1.0896 2.7880
F 3.8034 -2.4115 2.8031
C 2.9059 -0.5125 1.7132
F 2.5774 -1.3363 0.7078
C 2.5930 0.8491 1.6400
S 1.7385 1.6191 0.3282
C 3.0363 1.5850 2.7454
F 2.8014 2.9001 2.8063
C 3.7194 1.0331 3.8097
F 4.1272 1.8051 4.8312

No. 2
71
Properties=species:S:1:pos:R:3 method="wB97M-V/def2-TZVPD" total_charge=-1 lumo_energy_ev="1.373 / 1.370" gap_ev="4.95 / 6.80" relative_energy_kj_mol=121.57 s_squared=0.78 multiplicity=2 homo_energy_ha="-0.131 / -0.200"
Ir -0.6168 -0.1487 0.3788
O -3.6837 6.5384 -0.9333
N -3.2843 5.5283 -1.5468
O -3.3613 5.4470 -2.7945
C -2.7400 4.4751 -0.8083
C -2.6480 4.6469 0.5804
C -2.0845 3.6686 1.4014
C -1.9415 3.7684 2.8117
C -1.3669 2.7436 3.5075
C -0.9044 1.5964 2.8417
N -1.0260 1.4822 1.5305
C -1.6084 2.4768 0.8234
C -1.7481 2.2620 -0.5829
N -1.3156 1.0548 -1.0248
C -1.3426 0.7673 -2.3258
C -1.8480 1.6839 -3.2256
C -2.3253 2.9117 -2.8027
C -2.2872 3.2455 -1.4368
H -3.0204 5.5670 1.0021
H -2.2965 4.6572 3.3187
H -1.2523 2.7992 4.5815
H -0.4299 0.7776 3.3598
H -0.9865 -0.2137 -2.6052
H -1.8680 1.4205 -4.2738
H -2.7218 3.6269 -3.5007
O 1.8632 0.2936 2.4794
N 2.9120 0.5673 1.7875
C 4.0694 0.7984 2.4559
C 5.2490 1.0513 1.8106
C 5.2644 1.0498 0.4217
C 4.0880 0.8160 -0.2514
C 2.8825 0.5963 0.4221
S 1.4448 0.4053 -0.5486
H 3.9556 0.7321 3.5261
H 6.1426 1.2227 2.3932
H 6.1823 1.2200 -0.1244
H 4.0597 0.8008 -1.3325
O -0.0370 -4.3534 2.2566
S -0.2835 -3.1580 3.0099
O 0.7506 -2.6625 3.8666
N -0.8530 -1.9400 2.0236
C -2.1512 -1.7868 2.1606
S -2.9379 -0.7171 1.1333
C -2.7707 -2.5865 3.2452
C -4.0887 -2.6102 3.6648
C -4.4217 -3.4579 4.7131
C -3.4588 -4.2631 5.3168
C -2.1356 -4.2385 4.8915
C -1.8226 -3.3760 3.8622
H -4.8273 -1.9824 3.1830
H -5.4437 -3.4964 5.0669
H -3.7472 -4.9231 6.1246
H -1.3812 -4.8629 5.3514
O -0.6734 -3.3605 -2.3762
C -0.1225 -2.7786 -1.4522
O -0.5799 -1.6505 -1.0245
C 1.1293 -3.4651 -0.9069
C 2.0695 -2.9449 -0.0249
C 3.1201 -3.7559 0.3862
C 3.2797 -5.0605 -0.0237
C 2.3453 -5.5338 -0.9189
C 1.2919 -4.7691 -1.3681
N 2.4840 -6.9222 -1.4028
O 1.6792 -7.3233 -2.2171
O 3.4010 -7.5860 -0.9573
N 4.1247 -3.2326 1.3316
O 4.9171 -4.0253 1.8068
O 4.1169 -2.0472 1.5635
H 1.9963 -1.9408 0.3647
H 4.0912 -5.6718 0.3336
H 0.5690 -5.1673 -2.0628

No. 3
66
Properties=species:S:1:pos:R:3 method="wB97M-V/def2-TZVPD" total_charge=-2 lumo_energy_ev="4.488 / 4.488" gap_ev="5.76 / 5.76" relative_energy_kj_mol=38.69 homo_energy_ha="-0.047 / -0.047"
Fe -1.0197 0.2278 -0.5995
C -2.6726 -3.4938 -2.2697
C -2.0675 -2.2247 -2.2424
N -1.3336 -1.8155 -1.2332
C -1.0981 -2.6578 -0.1939
C -1.6527 -3.9532 -0.1402
C -2.4791 -4.3410 -1.2168
C -1.3422 -4.8087 0.9454
C -0.4585 -4.3604 1.8925
C 0.1196 -3.0861 1.8503
C -0.1995 -2.1730 0.8378
N 0.2945 -0.9440 0.6154
C 1.3050 -0.4292 1.3962
C 1.1892 -0.2508 2.7658
C 2.1638 0.4221 3.5227
C 3.2817 0.9420 2.9331
C 3.4783 0.7503 1.5453
C 4.6184 1.2443 0.8710
C 4.7915 0.9750 -0.4540
C 3.8292 0.1698 -1.1025
N 2.7543 -0.2852 -0.5220
C 2.5267 0.0303 0.7784
H -3.2902 -3.7703 -3.1145
H -2.2088 -1.5260 -3.0571
H -2.9419 -5.3226 -1.1953
H -1.7912 -5.7933 1.0008
H -0.1961 -5.0110 2.7217
H 0.8148 -2.8092 2.6281
H 0.2614 -0.5532 3.2357
H 1.9969 0.5626 4.5857
H 4.0218 1.4924 3.5042
H 5.3426 1.8330 1.4256
H 5.6472 1.3482 -1.0032
H 3.9613 -0.0956 -2.1482
N -4.5051 0.4810 -0.7156
C -3.8073 0.6205 -1.9034
N -4.4218 0.6921 -3.0760
N -3.4127 0.8247 -3.9594
N -2.2759 0.8281 -3.3476
N -2.4868 0.6962 -2.0180
C -3.9638 -0.1220 0.4072
N -4.7257 -0.5610 1.4014
N -3.8401 -0.9837 2.3230
N -2.6345 -0.8132 1.8976
N -2.6687 -0.2544 0.6611
H -5.4868 0.2998 -0.8415
F 2.1015 1.1102 -4.9313
C 1.6823 1.4815 -3.6820
C 0.7547 0.7262 -3.0198
C 0.3435 1.0765 -1.7215
C 0.9136 2.2460 -1.1617
C 1.8285 2.9936 -1.8975
F 2.3570 4.1561 -1.3956
C 2.2484 2.6375 -3.1567
C 0.4900 2.5519 0.2090
C 1.1393 3.4339 1.0782
C 0.6940 3.5639 2.3786
C -0.3867 2.8069 2.7987
C -0.9712 1.9376 1.8951
N -0.5632 1.8150 0.6320
H 0.3383 -0.1436 -3.5099
H 2.9571 3.2373 -3.7090
H 1.9994 3.9847 0.7347
H 1.2028 4.2342 3.0622
H -0.7599 2.8533 3.8131
H -1.7867 1.2958 2.1915

No. 4
62
Properties=species:S:1:pos:R:3 method="wB97M-V/def2-TZVPD" lumo_energy_ev="-1.002 / -0.976" gap_ev="6.00 / 6.10" relative_energy_kj_mol=30.47 s_squared=3.76 multiplicity=4 homo_energy_ha="-0.257 / -0.260"
Co -0.0824 -0.0454 0.5707
C 1.6091 2.3228 -3.0445
C 0.7810 3.3917 -3.0252
C -0.2402 3.4913 -2.0757
C -0.4753 2.4417 -1.2078
N 0.2909 1.3111 -1.2141
C 1.3028 1.2842 -2.1378
C -1.5532 2.5169 -0.1955
C -2.5300 3.5043 -0.1054
C -3.4334 3.4975 0.9596
C -3.4505 2.3643 1.7812
C -2.4628 1.3847 1.6231
N -1.5198 1.4714 0.6375
C -2.4453 0.0670 2.2886
C -3.4370 -0.2228 3.2416
C -3.4792 -1.5236 3.7920
C -2.5688 -2.4599 3.3302
C -1.6309 -2.0640 2.4047
N -1.5298 -0.8325 1.8895
H 2.4101 2.2361 -3.8070
H 0.9550 4.1865 -3.7483
H -0.8629 4.3880 -2.1102
H 1.8769 0.3901 -2.1173
H -2.5472 4.2630 -0.9285
H -4.1935 4.2756 1.1159
H -4.1526 2.1992 2.5668
H -4.0664 0.6022 3.6354
H -4.1423 -1.6977 4.5727
H -2.6141 -3.4868 3.6785
H -0.9449 -2.8187 2.0367
Br 2.4106 -4.4854 0.9671
C 0.7659 -4.1420 0.1624
C 0.1384 -5.1952 -0.5281
C -1.0747 -5.0882 -1.1801
Br -1.8369 -6.5565 -2.1755
C -1.6856 -3.7337 -1.2203
C -2.9823 -3.4175 -1.6462
C -3.4436 -2.1253 -1.5984
C -2.5799 -1.1128 -1.1516
N -1.3622 -1.3997 -0.7037
C -0.9307 -2.6629 -0.7023
C 0.3511 -2.8260 -0.0321
O 0.9927 -1.8437 0.4094
H 0.5685 -6.2028 -0.4277
H -3.5794 -4.2264 -1.9780
H -4.4636 -1.8507 -1.8340
H -2.9122 -0.0629 -1.0816
O 7.1186 2.1952 -1.2782
C 6.2231 1.1690 -1.3133
O 6.3844 0.1836 -2.0119
C 5.0120 1.3114 -0.4817
C 4.5016 0.1248 -0.0294
C 3.4112 0.0002 0.8131
C 2.7568 1.2341 1.1756
S 1.2088 1.2355 1.9915
C 3.2927 2.4656 0.7202
C 4.3967 2.5209 -0.1152
H 6.8087 2.8635 -0.6997
H 5.0715 -0.7678 -0.2844
H 3.0929 -0.9006 1.2241
H 2.7543 3.3620 1.0496
H 4.7273 3.4963 -0.4472

No. 5
63
Properties=species:S:1:pos:R:3 method="wB97M-V/def2-TZVPD" total_charge=+1 lumo_energy_ev="-3.857 / -3.896" gap_ev="6.84 / 6.26" s_squared=0.78 multiplicity=2 homo_energy_ha="-0.393 / -0.373"
V -0.1931 0.0437 -0.5616
O -3.0294 -0.9245 3.9604
C -3.3275 0.3426 3.6385
C -4.1326 1.0546 4.5290
C -4.4791 2.3608 4.2615
C -4.0338 2.9985 3.0993
C -3.2355 2.3067 2.2204
C -2.8717 0.9748 2.4667
C -1.9746 0.3036 1.5382
O -1.5539 0.9455 0.4783
N -1.6506 -0.9654 1.7306
N -0.8607 -1.3692 0.7000
C -0.6564 -2.6257 0.4904
C 0.0383 -2.9108 -0.7494
C 0.2508 -4.2000 -1.2212
C 0.8320 -4.3734 -2.4624
C 1.1754 -3.2559 -3.2154
C 0.9235 -2.0049 -2.6957
N 0.3671 -1.8194 -1.4875
H -2.4966 -1.3145 3.2372
H -4.4746 0.5480 5.4215
H -5.1080 2.8959 4.9615
H -4.3162 4.0220 2.8945
H -2.8703 2.7771 1.3175
H -1.0305 -3.3963 1.1533
H -0.0449 -5.0445 -0.6137
H 1.0093 -5.3677 -2.8495
H 1.6252 -3.3517 -4.1930
H 1.1764 -1.1095 -3.2492
F 3.8988 5.8206 -1.2594
C 3.3818 4.7144 -0.7547
C 3.7043 4.3123 0.5269
F 4.5345 5.0363 1.2602
C 3.1539 3.1472 1.0360
F 3.4987 2.8075 2.2773
C 2.2743 2.3569 0.3110
P 1.5707 0.7955 0.9889
C 3.0078 -0.2584 1.3251
C 3.3570 -1.1990 0.3580
C 4.4586 -2.0221 0.5437
C 5.2083 -1.9169 1.7053
C 4.8582 -0.9900 2.6787
C 3.7645 -0.1599 2.4929
C 0.8561 1.2717 2.5813
C 0.6360 0.2826 3.5390
C -0.0430 0.5898 4.7087
C -0.5118 1.8778 4.9244
C -0.3036 2.8621 3.9685
C 0.3739 2.5604 2.7970
C 1.9686 2.7980 -0.9713
Br 0.7513 1.8636 -2.1311
C 2.5065 3.9489 -1.5067
F 2.1997 4.3470 -2.7371
H 2.7676 -1.2898 -0.5457
H 4.7260 -2.7467 -0.2142
H 6.0655 -2.5597 1.8565
H 5.4418 -0.9120 3.5863
H 3.4942 0.5540 3.2587
H 0.9871 -0.7290 3.3732
H -0.2164 -0.1825 5.4464
H -1.0471 2.1128 5.8349
H -0.6767 3.8649 4.1295
H 0.5115 3.3315 2.0481

No. 6
64
Properties=species:S:1:pos:R:3 method="wB97M-V/def2-TZVPD" total_charge=+2 lumo_energy_ev=-6.987 gap_ev=6.02 relative_energy_kj_mol=19.44 homo_energy_ha=-0.478
Zr -0.0183 -0.4799 -0.1908
O -2.8473 3.0523 2.8270
C -2.9139 1.8950 3.4969
C -3.8634 1.8026 4.5169
C -4.0031 0.6376 5.2362
C -3.2071 -0.4793 4.9606
C -2.2818 -0.4076 3.9497
C -2.1191 0.7708 3.1964
C -1.1480 0.7814 2.1173
O -0.5791 -0.3715 1.7609
N -0.8664 1.8717 1.4538
N 0.0869 1.5934 0.4746
C 0.9505 2.5163 0.2070
C 2.1525 2.2873 -0.5479
C 2.9574 3.3886 -0.8825
C 4.1903 3.2092 -1.4698
C 4.6598 1.9191 -1.7005
C 3.9016 0.8092 -1.3640
C 2.6446 0.9865 -0.8023
O 1.8876 -0.0867 -0.4910
H -2.1107 3.0237 2.1864
H -4.4688 2.6735 4.7265
H -4.7353 0.5918 6.0311
H -3.3142 -1.3832 5.5425
H -1.6494 -1.2567 3.7267
H 0.7929 3.4980 0.6497
H 2.5984 4.3867 -0.6655
H 4.7989 4.0628 -1.7307
H 5.6383 1.7750 -2.1387
H 4.2785 -0.1919 -1.5234
Se -5.3125 0.5251 -6.0945
N -3.5352 0.4158 -6.0464
C -3.1948 0.2250 -4.8002
C -1.8149 0.1021 -4.3554
C -0.7247 0.1669 -5.2273
C 0.5496 0.0509 -4.7158
C 0.7156 -0.1165 -3.3467
N -0.3158 -0.1816 -2.4981
C -1.5695 -0.0756 -2.9954
C -2.6653 -0.1842 -2.0362
N -2.3260 -0.4058 -0.7462
C -3.3004 -0.5155 0.1636
C -4.6462 -0.4097 -0.1652
C -4.9990 -0.1841 -1.4778
C -3.9930 -0.0682 -2.4426
C -4.2700 0.1508 -3.8533
N -5.4756 0.2828 -4.3375
H -0.9017 0.3051 -6.2859
H 1.4193 0.0929 -5.3549
H 1.7032 -0.1991 -2.9142
H -2.9951 -0.6887 1.1884
H -5.3901 -0.5030 0.6125
H -6.0340 -0.0933 -1.7798
Br -2.4184 -5.9592 0.5906
C -0.8807 -4.9661 0.1966
C 0.3478 -5.5821 -0.0140
C 1.4511 -4.7953 -0.3014
C 1.3001 -3.4235 -0.3721
N 0.1110 -2.8303 -0.1715
C -0.9583 -3.5885 0.1133
H 0.4348 -6.6584 0.0507
H 2.4230 -5.2376 -0.4653
H 2.1391 -2.7720 -0.5845
H -1.8984 -3.0775 0.2810

No. 7
58
Properties=species:S:1:pos:R:3 method="wB97M-V/def2-TZVPD" total_charge=-1 lumo_energy_ev=2.350 gap_ev=5.45 relative_energy_kj_mol=163.70 homo_energy_ha=-0.114
Pd -1.2633 1.7633 0.6575
I -3.4338 1.1539 1.9661
C -3.7120 -0.8747 1.4388
C -5.0499 -1.1508 1.3584
C -5.5397 -2.4704 1.2739
C -4.6612 -3.4992 1.3497
C -3.2648 -3.2562 1.4098
C -2.4077 -4.3788 1.5077
C -1.0590 -4.2254 1.5287
C -0.5233 -2.9369 1.3573
C -1.2950 -1.8094 1.2321
P -0.4089 -0.2896 0.6432
C 1.1838 -0.4607 1.5494
C 1.2049 0.0615 2.8448
C 2.3600 0.0251 3.6105
C 3.5322 -0.5032 3.0811
C 3.5311 -1.0030 1.7877
C 2.3632 -0.9901 1.0317
C 0.0230 -0.8172 -1.0593
C -0.6570 -1.8222 -1.7448
C -0.4377 -2.0298 -3.1023
C 0.4681 -1.2414 -3.7949
C 1.1561 -0.2384 -3.1212
C 0.9304 -0.0268 -1.7715
C -2.7297 -1.9282 1.3615
H -5.7553 -0.3325 1.4076
H -6.6055 -2.6474 1.2041
H -5.0032 -4.5277 1.3563
H -2.8596 -5.3627 1.5670
H -0.4010 -5.0813 1.6129
H 0.5517 -2.8418 1.2622
H 0.3031 0.5224 3.2344
H 2.3518 0.4285 4.6160
H 4.4421 -0.5109 3.6686
H 4.4415 -1.4058 1.3603
H 2.3776 -1.3873 0.0237
H -1.3759 -2.4422 -1.2235
H -0.9895 -2.8045 -3.6213
H 0.6234 -1.3908 -4.8562
H 1.8472 0.4051 -3.6522
H 1.4365 0.7922 -1.2698
Cl -1.2507 3.1775 -4.5207
C -0.0277 3.4204 -3.2990
C 1.2510 3.7810 -3.7031
C 2.2625 3.9571 -2.7939
Cl 3.8655 4.4047 -3.3623
C 2.0194 3.7863 -1.4137
C 3.0060 3.9391 -0.4112
C 2.6703 3.7659 0.8992
C 1.3455 3.4321 1.2269
N 0.4111 3.2502 0.3205
C 0.7133 3.4208 -0.9955
C -0.3831 3.1677 -1.9479
O -1.5009 2.7582 -1.5721
H 1.4507 3.9176 -4.7584
H 4.0176 4.1914 -0.6993
H 3.4069 3.8726 1.6854
H 1.0476 3.2927 2.2593